Entry 1:
This record from the OMol25 dataset describes a cluster of 10 separate species, C14H48N10O10 in total at a distorted geometry. The level of theory is ωB97M-V with the def2-TZVPD basis set.

Bonds (Å) are listed after each position.
Cartesian coordinates (Å):
1 O 2.1723 -0.9929 2.1886  C29 1.342
2 O -2.2017 -0.6949 -4.0874  C22 1.392
3 O 1.4693 1.3551 -1.6444  C27 1.375
4 O 1.3083 -1.6469 4.7166  C21 1.344, H79 0.934
5 O -1.1837 1.5341 0.9976  C24 1.361, H39 0.957
6 O -3.0267 -4.2999 -2.2874  C32 1.361
7 O 1.4743 -3.1479 -1.2424  C33 1.422, H68 0.966
8 O -3.0467 3.8631 -1.1754  C25 1.414
9 O -2.1927 -4.3069 1.4506  C30 1.410, H40 0.985
10 O 0.3513 4.7971 2.0416  C26 1.403, H57 0.965
11 N -1.0377 -3.6549 -3.3084  C32 1.275, H43 1.002, H81 1.037
12 N 2.5693 -0.6619 -1.9124  C27 1.304, H47 1.068, H53 1.068
13 N 3.5783 -0.0729 0.5236  C29 1.325, H67 1.051, H73 1.082
14 N -1.5747 1.4121 -4.5754  C22 1.285, H56 1.081, H77 1.042
15 N 1.1143 -0.1089 -3.5054  C27 1.328, H51 1.064, H63 1.040
16 N -1.0327 -3.8669 -1.2274  C32 1.271, H50 1.077, H69 1.044
17 N 1.7313 0.9271 0.9366  C29 1.295, H75 1.019, H76 1.013
18 N -0.7977 4.7091 -0.8164  C25 1.304, H61 1.058, H66 1.064
19 N -0.9677 2.8071 -1.8144  C25 1.331, H35 0.991, H36 1.036
20 N -2.8787 1.2731 -2.7914  C22 1.327, H44 0.994, H71 1.042
21 C 0.0443 -1.8769 4.3206  O4 1.344, C28 1.554, H52 1.107, H65 1.091
22 C -2.2987 0.6671 -3.8194  O2 1.392, N14 1.285, N20 1.327
23 C -1.0987 -0.4449 -0.4594  C24 1.552, H37 1.082, H46 1.148, H54 1.143
24 C -1.7507 0.3291 0.7166  O5 1.361, C23 1.552, H60 1.054, H74 1.076
25 C -1.6347 3.7961 -1.2244  O8 1.414, N18 1.304, N19 1.331
26 C 1.7413 4.9071 2.1946  O10 1.403, C31 1.499, H70 1.113, H80 1.077
27 C 1.7343 0.2241 -2.3794  O3 1.375, N12 1.304, N15 1.328
28 C -0.6367 -0.4969 4.1066  C21 1.554, H38 1.120, H42 1.121, H55 1.098
29 C 2.5093 -0.0399 1.3056  O1 1.342, N13 1.325, N17 1.295
30 C -2.4907 -3.0319 1.9736  O9 1.410, H41 1.084, H48 1.132, H62 1.095
31 C 2.1553 6.3391 2.0336  C26 1.499, H45 1.061, H49 1.068, H78 1.053
32 C -1.7587 -3.8069 -2.2684  O6 1.361, N11 1.275, N16 1.271
33 C 2.1143 -3.4029 0.0016  O7 1.422, C34 1.531, H58 1.086, H82 1.075
34 C 1.0513 -3.5159 1.0976  C33 1.531, H59 1.032, H64 1.093, H72 1.078
35 H 0.0143 2.6801 -1.7854  N19 0.991
36 H -1.5587 2.0731 -2.2444  N19 1.036
37 H -1.6757 -1.3359 -0.6694  C23 1.082
38 H -1.6527 -0.7009 3.6816  C28 1.120
39 H -1.1887 2.1071 0.2316  O5 0.957
40 H -1.9307 -4.8939 2.1966  O9 0.985
41 H -3.0447 -3.0169 2.9056  C30 1.084
42 H -0.1077 0.1221 3.3356  C28 1.121
43 H -1.5537 -3.7169 -4.1654  N11 1.002
44 H -3.4007 0.7641 -2.1164  N20 0.994
45 H 3.1983 6.4961 2.1526  C31 1.061
46 H -0.0477 -0.7269 -0.0934  C23 1.148
47 H 3.1063 -1.4299 -2.4254  N12 1.068
48 H -3.0947 -2.4289 1.2306  C30 1.132
49 H 1.7543 6.8121 2.9036  C31 1.068
50 H -1.5797 -4.0599 -0.3204  N16 1.077
51 H 1.1193 -1.0409 -4.0194  N15 1.064
52 H -0.5647 -2.4459 5.0496  C21 1.107
53 H 3.0213 -0.3749 -0.9884  N12 1.068
54 H -1.0817 0.0271 -1.5004  C23 1.143
55 H -0.7927 0.0501 5.0456  C28 1.098
56 H -1.8187 2.4631 -4.5034  N14 1.081
57 H 0.1213 4.6191 1.1216  O10 0.965
58 H 2.7613 -4.2669 -0.1164  C33 1.086
59 H 0.5393 -4.4119 1.0976  C34 1.032
60 H -1.8387 -0.2829 1.5706  C24 1.054
61 H 0.2403 4.5021 -0.8194  N18 1.058
62 H -1.5817 -2.4459 2.1426  C30 1.095
63 H 0.3613 0.5951 -3.6394  N15 1.040
64 H 0.3653 -2.6679 1.1646  C34 1.093
65 H 0.0763 -2.5399 3.4546  C21 1.091
66 H -1.1727 5.5681 -0.3134  N18 1.064
67 H 3.9393 0.8291 0.1236  N13 1.051
68 H 1.7983 -2.2619 -1.4524  O7 0.966
69 H -0.0797 -3.4459 -1.1544  N16 1.044
70 H 2.2573 4.1991 1.5086  C26 1.113
71 H -3.0067 2.3041 -2.8764  N20 1.042
72 H 1.6343 -3.4509 2.0026  C34 1.078
73 H 4.2233 -0.9299 0.6636  N13 1.082
74 H -2.8017 0.4291 0.5106  C24 1.076
75 H 1.7493 1.3391 0.0046  N17 1.019
76 H 0.8383 0.9101 1.4156  N17 1.013
77 H -1.2097 0.9071 -5.4104  N14 1.042
78 H 1.8153 6.7681 1.1346  C31 1.053
79 H 1.8923 -1.5129 3.9996  O4 0.934
80 H 1.9663 4.4621 3.1496  C26 1.077
81 H -0.2647 -2.9669 -3.3734  N11 1.037
82 H 2.7463 -2.5409 0.1196  C33 1.075

Its total charge is 0. As for the spin multiplicity: 1. The value obtained for the gap between HOMO and LUMO is 0.2795 Ha. The electronic energy is -1862.064085 a.u.

---

Entry 2:
This record from the OMol25 dataset describes a cluster of 10 separate species, C14H48O10 in total at a distorted geometry. The level of theory is ωB97M-V with the def2-TZVPD basis set.

Bonds (Å) are listed after each position.
Cartesian coordinates (Å):
1 O 4.8431 -0.9124 -3.3144  C13 1.399, H69 0.960
2 O 2.7463 0.0888 2.2744  H38 0.957, H52 0.957
3 O 0.0997 3.6305 0.1767  H25 0.957, H34 0.957
4 O -3.2493 -4.4290 0.4311  C14 1.409, H47 0.960
5 O 2.8462 1.0531 -3.5395  C22 1.409, H46 0.960
6 O -3.9232 -0.6448 5.1342  C15 1.417, H58 0.960
7 O 6.0015 3.5394 1.7848  C21 1.382, H65 0.960
8 O -4.4395 0.7658 -3.2897  C24 1.398, H68 0.960
9 O 1.0294 1.1136 0.5263  C19 1.434, H50 0.960
10 O -1.9813 -1.5846 -2.2249  H27 0.957, H29 0.957
11 C 0.7395 1.8153 -3.1375  C22 1.458, H26 1.090, H37 1.090, H51 1.090
12 C 3.5646 -2.1399 -1.5741  C13 1.535, H42 1.090, H44 1.090, H66 1.090
13 C 4.8339 -1.3900 -1.9998  O1 1.399, C12 1.535, H49 1.090, H72 1.090
14 C -2.7031 -4.7623 1.6868  O4 1.409, C17 1.563, H55 1.090, H67 1.090
15 C -3.2733 -0.1887 3.9601  O6 1.417, C16 1.623, H35 1.090, H53 1.090
16 C -3.9175 -0.7784 2.5923  C15 1.623, H57 1.090, H64 1.090, H70 1.090
17 C -3.8308 -5.3729 2.5804  C14 1.563, H31 1.090, H36 1.090, H63 1.090
18 C -3.7167 1.5457 -1.2786  C24 1.526, H39 1.090, H41 1.090, H56 1.090
19 C 0.0035 0.2168 0.9741  O9 1.434, C20 1.506, H33 1.090, H60 1.090
20 C 0.1543 -1.1898 0.4560  C19 1.506, H32 1.090, H59 1.090, H62 1.090
21 C 5.0914 3.9042 0.8104  O7 1.382, C23 1.532, H28 1.090, H54 1.090
22 C 2.1509 2.1181 -2.9340  O5 1.409, C11 1.458, H43 1.090, H48 1.090
23 C 3.7417 3.1960 0.9637  C21 1.532, H40 1.090, H45 1.090, H71 1.090
24 C -4.6997 1.8227 -2.4126  O8 1.398, C18 1.526, H30 1.090, H61 1.090
25 H -0.6148 3.7916 0.7930  O3 0.957
26 H 0.4660 0.8449 -2.7233  C11 1.090
27 H -1.7125 -1.0258 -2.9541  O10 0.957
28 H 4.9387 4.9720 0.9667  C21 1.090
29 H -1.3552 -2.3086 -2.2337  O10 0.957
30 H -5.7380 1.8740 -2.0850  C24 1.090
31 H -3.5300 -5.7679 3.5507  C17 1.090
32 H -0.7430 -1.7901 0.6062  C20 1.090
33 H -0.0170 0.2638 2.0629  C19 1.090
34 H 0.3983 2.7445 0.3818  O3 0.957
35 H -2.2246 -0.4714 3.8676  C15 1.090
36 H -4.6350 -4.6510 2.7225  C17 1.090
37 H 0.0316 2.5463 -2.7469  C11 1.090
38 H 2.8626 -0.8336 2.5022  O2 0.957
39 H -2.6614 1.6615 -1.5257  C18 1.090
40 H 3.3542 3.4635 1.9468  C23 1.090
41 H -4.0457 2.1197 -0.4123  C18 1.090
42 H 3.2128 -2.5311 -2.5287  C12 1.090
43 H 2.4163 2.9616 -3.5714  C22 1.090
44 H 2.7648 -1.4174 -1.4115  C12 1.090
45 H 2.9837 3.4354 0.2179  C23 1.090
46 H 2.4297 1.0179 -4.4037  O5 0.960
47 H -2.5377 -4.1279 -0.1387  O4 0.960
48 H 2.2681 2.2033 -1.8536  C22 1.090
49 H 5.1906 -0.6985 -1.2364  C13 1.090
50 H 1.8172 0.6576 0.8312  O9 0.960
51 H 0.5426 1.8502 -4.2090  C11 1.090
52 H 3.1629 0.5674 2.9911  O2 0.957
53 H -3.3552 0.8968 3.9048  C15 1.090
54 H 5.5728 3.6797 -0.1414  C21 1.090
55 H -2.0565 -3.9428 2.0003  C14 1.090
56 H -3.7719 0.5376 -0.8678  C18 1.090
57 H -3.7414 -1.8425 2.4347  C16 1.090
58 H -4.7066 -0.1119 5.2888  O6 0.960
59 H 0.9778 -1.8095 0.8109  C20 1.090
60 H -0.9250 0.6370 0.5876  C19 1.090
61 H -4.5605 2.8572 -2.7265  C24 1.090
62 H 0.1786 -1.0899 -0.6291  C20 1.090
63 H -4.3137 -6.1064 1.9347  C17 1.090
64 H -4.9804 -0.7786 2.8337  C16 1.090
65 H 6.5720 2.8237 1.4953  O7 0.960
66 H 3.6724 -2.8011 -0.7142  C12 1.090
67 H -2.0724 -5.6140 1.4322  C14 1.090
68 H -3.7397 0.1956 -2.9627  O8 0.960
69 H 4.2084 -0.2050 -3.4495  O1 0.960
70 H -3.6784 -0.1578 1.7287  C16 1.090
71 H 3.8855 2.1160 0.9317  C23 1.090
72 H 5.6972 -2.0532 -1.9451  C13 1.090

Its total charge is +1. As for the spin multiplicity: 2. The value obtained for the gap between HOMO and LUMO (spin up / spin down) is 0.3218 / 0.0659 Ha. The electronic energy is -1314.070308 a.u.

---

Entry 3:
This record from the OMol25 dataset describes a cluster of 9 separate species, C14H49BO15 in total at a distorted geometry. The level of theory is ωB97M-V with the def2-TZVPD basis set.

Bonds (Å) are listed after each position.
Cartesian coordinates (Å):
1 O 0.7295 4.6016 -1.4467  C25 1.446, H43 0.960
2 O -1.0348 -2.0153 -1.4353  C17 1.357, H67 0.960
3 O 5.1068 -1.4617 -0.2302  C18 1.456, H36 0.960
4 O -2.1204 0.0091 4.2956  C28 1.337, H60 0.960
5 O 1.2841 1.8457 -2.2264  C21 1.375, H47 0.960
6 O 0.4626 0.1671 -5.4830  C26 1.471, H50 0.960
7 O -2.9702 1.6639 -1.8631  C20 1.365, H44 0.960
8 O -4.0807 -1.1012 -0.7316  C23 1.475, H52 0.960
9 O 0.5488 -4.1784 2.1092  C16 1.479, H63 0.960
10 O -1.5427 1.8618 2.2749  H32 0.960, H53 0.960, H74 0.960
11 O -3.6888 0.1684 1.7835  C29 1.445, H58 0.960
12 O 3.6888 1.0275 -1.0557  C27 1.436, H73 0.960
13 O -1.1380 -5.0473 -2.1053  C24 1.402, H37 0.960
14 O 3.0450 5.4396 1.4416  C19 1.377, H51 0.960
15 O 1.6927 -2.8912 4.6117  C22 1.428, H76 0.960
16 C 0.8662 -2.7441 2.2798  O9 1.479, C22 1.590, H33 1.090, H68 1.090
17 C -0.0019 -2.8945 -1.4634  O2 1.357, C24 1.600, H46 1.090, H55 1.090
18 C 4.6454 -0.4249 0.6820  O3 1.456, C27 1.521, H62 1.090, H64 1.090
19 C 2.2493 5.6555 0.3391  O14 1.377, C25 1.595, H49 1.090, H66 1.090
20 C -3.3913 0.5000 -2.4387  O7 1.365, C23 1.570, H48 1.090, H59 1.090
21 C 0.8124 1.6977 -3.5095  O5 1.375, C26 1.512, H61 1.090, H69 1.090
22 C 2.0729 -2.5117 3.2889  O15 1.428, C16 1.590, H40 1.090, H41 1.090
23 C -4.6146 -0.2744 -1.8305  O8 1.475, C20 1.570, H39 1.090, H57 1.090
24 C -0.2829 -4.4422 -1.1736  O13 1.402, C17 1.600, H70 1.090, H78 1.090
25 C 1.4632 4.3857 -0.2200  O1 1.446, C19 1.595, H35 1.090, H45 1.090
26 C 0.9931 0.3267 -4.1198  O6 1.471, C21 1.512, H54 1.090, H71 1.090
27 C 3.4348 0.3500 0.1849  O12 1.436, C18 1.521, H38 1.090, H42 1.090
28 C -2.7362 -0.9110 3.5468  O4 1.337, C29 1.526, H34 1.090, H65 1.090
29 C -4.0910 -0.4303 3.0357  O11 1.445, C28 1.526, H56 1.090, H72 1.090
30 B -0.6465 0.5115 -0.1386  H31 1.079, H75 1.079, H77 1.079, H79 1.079
31 H 0.0505 -0.1738 0.3183  B30 1.079
32 H -1.8725 0.9612 2.3165  O10 0.960
33 H 1.1162 -2.3897 1.2798  C16 1.090
34 H -3.0515 -1.6941 4.2364  C28 1.090
35 H 2.1020 3.5232 -0.4103  C25 1.090
36 H 5.7043 -1.0439 -0.8547  O3 0.960
37 H -1.6353 -4.2873 -2.4164  O13 0.960
38 H 2.5786 -0.2861 -0.0396  C27 1.090
39 H -5.0549 -0.9263 -2.5850  C23 1.090
40 H 3.0090 -2.9871 2.9961  C22 1.090
41 H 2.3588 -1.4600 3.2702  C22 1.090
42 H 3.1313 1.2021 0.7932  C27 1.090
43 H 0.6586 3.7698 -1.9208  O1 0.960
44 H -2.2391 1.4558 -1.2767  O7 0.960
45 H 0.7686 3.9892 0.5206  C25 1.090
46 H 0.8163 -2.3568 -0.9843  C17 1.090
47 H 0.6165 1.4969 -1.6312  O5 0.960
48 H -2.4696 -0.0240 -2.6918  C20 1.090
49 H 2.8999 6.0525 -0.4401  C19 1.090
50 H 0.4068 -0.7310 -5.8176  O6 0.960
51 H 3.5147 6.2323 1.7109  O14 0.960
52 H -3.1982 -1.4020 -0.9603  O8 0.960
53 H -0.9483 2.0746 1.5517  O10 0.960
54 H 0.4154 -0.4624 -3.6383  C26 1.090
55 H 0.2693 -2.8451 -2.5179  C17 1.090
56 H -4.7270 0.1882 3.6690  C29 1.090
57 H -5.4540 0.3238 -1.4761  C23 1.090
58 H -3.8471 -0.4780 1.0915  O11 0.960
59 H -3.7767 0.7649 -3.4232  C20 1.090
60 H -2.1112 -0.3243 5.1958  O4 0.960
61 H -0.2554 1.8936 -3.6069  C21 1.090
62 H 4.6285 -0.6576 1.7467  C18 1.090
63 H 0.4789 -4.4801 3.0179  O9 0.960
64 H 5.4008 0.3460 0.8342  C18 1.090
65 H -2.1724 -1.4526 2.7873  C28 1.090
66 H 1.6593 6.5046 0.6842  C19 1.090
67 H -0.5976 -1.1627 -1.3748  O2 0.960
68 H -0.0457 -2.1942 2.5126  C16 1.090
69 H 1.2794 2.3405 -4.2557  C21 1.090
70 H 0.6200 -5.0496 -1.1100  C24 1.090
71 H 2.0549 0.0822 -4.0911  C26 1.090
72 H -4.8235 -1.2368 3.0007  C29 1.090
73 H 2.8867 1.2513 -1.5334  O12 0.960
74 H -1.1117 2.1130 3.0951  O10 0.960
75 H -0.4134 1.5567 -0.0065  B30 1.079
76 H 2.4936 -2.9908 5.1316  O15 0.960
77 H -0.4974 0.1964 -1.1597  B30 1.079
78 H -0.7301 -4.4431 -0.1795  C24 1.090
79 H -1.6420 0.3368 0.2391  B30 1.079

Its total charge is 0. As for the spin multiplicity: 1. The value obtained for the gap between HOMO and LUMO is 0.3269 Ha. The electronic energy is -1715.842607 a.u.